Record 1
ORCA calculation (ωB97M-V with the def2-TZVPD basis set) on an isolated ion of composition C5H11N2O2 and charge +1 in a non-equilibrium geometry.

Results
**2S+1**: 1
**Net charge**: +1
**F_max**: 5.4 eV/Å
**HOMO energy**: -14.38 eV
**ΔE to the lowest compared entry with this formula, charge and spin**: 144.2 kJ/mol
**SMILES**: COC(=O)/[NH+]=C/N(C)C

Geometry (Å):
C1 0.627 0.304 -0.313
C2 -2.052 0.275 -0.200
C3 2.836 0.983 -0.565
C4 2.535 -1.031 0.634
C5 -4.121 -0.232 0.254
N1 1.909 0.020 -0.108
N2 -0.463 -0.256 0.108
O1 -2.242 0.996 -1.082
O2 -2.763 -0.526 0.504
H1 0.345 1.212 -0.874
H2 2.362 1.673 -1.386
H3 3.162 1.653 0.243
H4 3.586 0.394 -1.137
H5 2.945 -1.771 -0.046
H6 3.174 -0.583 1.272
H7 1.841 -1.483 1.241
H8 -4.241 -0.051 -0.809
H9 -4.511 0.630 0.889
H10 -4.517 -1.177 0.640
H11 -0.412 -1.031 0.735

Record 2
ORCA calculation (ωB97M-V with the def2-TZVPD basis set) on a 4-piece molecular cluster, C2H10O4 overall in a non-equilibrium geometry.

Results
**2S+1**: 1
**Net charge**: 0
**F_max**: 1.0 eV/Å
**HOMO energy**: -10.19 eV
**ΔE to the lowest compared entry with this formula, charge and spin**: 15.8 kJ/mol
**SMILES**: CC=O.O.O.O

Geometry (Å):
O1 2.061 0.921 0.984
C1 2.252 -0.244 0.768
C2 1.212 -1.321 0.865
H1 3.229 -0.589 0.372
H2 1.608 -2.229 1.310
H3 0.363 -0.918 1.422
H4 0.851 -1.483 -0.155
H5 0.544 2.253 0.775
H6 -0.510 3.339 0.664
O2 -0.414 2.392 0.822
H7 -1.407 1.646 -0.770
H8 -2.868 1.283 -1.083
O3 -1.965 0.983 -1.210
H9 -1.707 -1.583 -0.935
H10 -1.856 -2.150 -2.329
O4 -1.391 -2.300 -1.501

Record 3
ORCA calculation (ωB97M-V with the def2-TZVPD basis set) on a 2-piece molecular cluster, C3H7N2O2 overall in a non-equilibrium geometry.

Results
**2S+1**: 1
**Net charge**: +1
**F_max**: 5.1 eV/Å
**HOMO energy**: -15.02 eV
**ΔE to the lowest compared entry with this formula, charge and spin**: 780.0 kJ/mol

Geometry (Å):
C1 -3.878 -0.515 0.393
C2 -4.051 0.590 -0.091
C3 2.839 0.289 0.343
N1 0.623 -0.622 -0.160
N2 -0.584 -0.472 -0.331
O1 -1.210 0.643 -0.190
O2 1.463 0.468 -0.034
H1 -3.883 -1.328 0.978
H2 -2.186 0.543 -0.061
H3 -4.009 1.578 -0.602
H4 3.368 1.267 0.391
H5 3.527 -0.406 -0.374
H6 3.147 0.026 1.386
H7 0.879 -1.520 -0.408

Record 4
ORCA calculation (ωB97M-V with the def2-TZVPD basis set) on one molecule with the formula C2H3N3O2 in a non-equilibrium geometry.

Results
**2S+1**: 1
**Net charge**: 0
**F_max**: 3.7 eV/Å
**HOMO energy (alpha / beta)**: -9.05 / -9.21 eV
**ΔE to the lowest compared entry with this formula, charge and spin**: 694.8 kJ/mol
**SMILES**: [H]/N=[N+]([O-])/C=C\N=O

Geometry (Å):
C1 0.596 0.025 -0.728
C2 0.626 -1.066 0.085
N1 -1.142 0.921 0.401
N2 -0.301 1.075 -0.524
N3 0.130 -1.148 1.306
O1 -0.182 2.076 -1.242
O2 -0.577 -1.911 1.896
H1 1.235 0.135 -1.585
H2 1.329 -1.854 -0.173
H3 -1.714 1.746 0.563

Record 5
ORCA calculation (ωB97M-V with the def2-TZVPD basis set) on C16H30O6SSeSiZn as an isolated structure in a non-equilibrium geometry.

Results
**2S+1**: 1
**Net charge**: 0
**F_max**: 2.0 eV/Å
**HOMO energy**: -7.70 eV
**ΔE to the lowest compared entry with this formula, charge and spin**: 64.7 kJ/mol

Geometry (Å):
Zn1 0.626 -0.591 0.916
C1 0.212 -2.762 3.238
O1 0.875 -1.529 3.034
C2 2.251 -1.540 3.349
C3 3.100 -2.075 2.190
O2 2.831 -1.233 1.089
C4 3.362 -1.649 -0.150
C5 3.045 -0.566 -1.177
O3 1.659 -0.530 -1.440
C6 1.314 0.456 -2.389
H1 0.286 -3.074 4.287
H2 0.606 -3.549 2.592
H3 -0.831 -2.595 2.975
H4 2.439 -2.112 4.268
H5 2.516 -0.491 3.518
H6 2.839 -3.116 1.952
H7 4.168 -2.016 2.455
H8 2.918 -2.605 -0.456
H9 4.456 -1.748 -0.071
H10 3.600 -0.769 -2.107
H11 3.369 0.406 -0.775
H12 1.890 0.309 -3.310
H13 1.493 1.463 -1.998
H14 0.253 0.336 -2.604
C7 -2.950 0.470 -5.042
C8 -2.557 -0.199 -3.760
C9 -2.158 -1.532 -3.730
C10 -1.746 -2.123 -2.546
C11 -1.749 -1.384 -1.378
C12 -2.168 -0.066 -1.387
C13 -2.572 0.524 -2.572
S1 -1.209 -2.100 0.175
O4 -2.002 -3.263 0.445
O5 -1.344 -1.001 1.160
O6 0.241 -2.367 0.063
H15 -3.102 -0.253 -5.840
H16 -2.160 1.156 -5.349
H17 -3.862 1.049 -4.914
H18 -2.169 -2.099 -4.650
H19 -1.432 -3.154 -2.518
H20 -2.184 0.489 -0.463
H21 -2.895 1.555 -2.582
C14 0.113 3.847 3.263
Si1 -0.574 2.980 1.701
C15 -2.195 2.023 2.032
C16 -0.743 4.287 0.307
Se1 1.223 1.574 1.095
H22 -0.442 4.744 3.521
H23 1.149 4.118 3.073
H24 0.093 3.175 4.115
H25 -2.656 2.335 2.964
H26 -1.991 0.959 2.096
H27 -2.928 2.169 1.243
H28 -1.369 5.112 0.634
H29 -1.180 3.883 -0.600
H30 0.241 4.673 0.056

Record 6
ORCA calculation (ωB97M-V with the def2-TZVPD basis set) on CH4Se as an isolated structure in a non-equilibrium geometry.

Results
**2S+1**: 1
**Net charge**: 0
**F_max**: 6.1 eV/Å
**HOMO energy**: -8.60 eV
**ΔE to the lowest compared entry with this formula, charge and spin**: 92.6 kJ/mol

Geometry (Å):
C1 0.469 0.407 -0.097
Se1 -1.404 -0.066 -0.126
H1 1.105 -0.409 -0.983
H2 0.735 1.421 -0.295
H3 0.713 -0.035 0.876
H4 -1.619 -1.318 0.625